# C6H10Br2N2O2

A structure of composition C6H10Br2N2O2 in a non-equilibrium geometry (ωB97M-V/def2-TZVPD, OMol25).

Structure (XYZ):
```
22
Properties=species:S:1:pos:R:3:mulliken_charge:R:1
C -4.181 -0.237 -0.634 0.2571
C -1.018 0.781 0.799 0.5263
C 2.093 -1.850 -0.822 -1.2287
C 1.930 -0.303 -0.734 -0.3840
C 1.718 0.071 0.711 -0.5944
C 1.154 1.462 0.967 -0.6782
N -2.886 -0.295 -0.062 -0.5051
N -2.112 0.780 -0.006 0.1992
O -1.007 0.147 1.847 -0.5481
O -0.014 1.453 0.180 -0.3845
Br -4.995 -1.915 -0.457 -0.0551
Br -5.081 1.118 -1.578 -0.0846
H 2.825 -2.054 -0.081 0.3264
H 1.215 -2.267 -0.335 0.3431
H 2.311 -1.994 -1.884 0.3660
H 2.776 0.176 -1.121 0.4256
H 1.120 0.008 -1.417 0.3093
H 1.016 -0.657 1.203 0.3254
H 2.629 -0.074 1.416 0.3434
H 0.929 1.653 1.942 0.4382
H 1.891 2.259 0.598 0.3005
H -2.315 1.739 -0.531 0.3022
```

Spin multiplicity = 1
HOMO = -8.78 eV
ΔE to the lowest compared entry with this formula, charge and spin = 2.920 eV

# C6H10BrNO2S

An isolated molecule of C6H10BrNO2S in a non-equilibrium geometry (ωB97M-V/def2-TZVPD, OMol25).

Structure (XYZ):
```
21
Properties=species:S:1:pos:R:3:mulliken_charge:R:1
C 0.466 -2.596 0.924 -0.9940
C -0.476 -1.529 0.335 -0.2703
O 0.087 -1.178 -0.919 -0.3689
C 0.448 0.100 -1.017 0.4584
O 1.800 0.403 -0.483 -0.1971
C 2.861 -0.351 -0.564 0.2988
S 3.018 -1.726 -1.398 -0.2536
Br 4.177 0.583 0.457 -0.1261
N 0.061 0.710 -2.221 -0.5805
C -0.371 1.334 -1.017 0.0652
C -0.061 2.647 -0.260 -1.0625
H 0.824 -2.101 1.744 0.3513
H 0.004 -3.525 1.195 0.3660
H 1.249 -2.829 0.193 0.0961
H -0.565 -0.677 0.861 0.4112
H -1.352 -2.091 0.245 0.3275
H 0.695 1.269 -2.782 0.3025
H -1.520 1.080 -0.805 0.2875
H -0.171 2.643 0.747 0.3616
H 1.058 2.839 -0.460 0.2568
H -0.739 3.505 -0.764 0.2700
```

Spin multiplicity = 1
HOMO = -8.87 eV
Structure (SMILES) = CCO[C@@]1(OC(=S)Br)N[C@@H]1C
ΔE to the lowest compared entry with this formula, charge and spin = 0.543 eV

# C6H10Cl

A cluster of 2 separate species, C6H10Cl in total (ωB97M-V/def2-TZVPD, OMol25).

Structure (XYZ):
```
17
Properties=species:S:1:pos:R:3:mulliken_charge:R:1
Cl -0.121 -4.163 -0.239 -0.0977
H 0.326 1.923 -1.653 0.3093
C 0.276 1.590 -0.602 -0.5524
C -1.086 0.883 -0.448 -0.7135
C -1.066 -0.059 0.739 -0.7520
C 0.067 -1.091 0.620 -0.1580
C 1.355 -0.527 0.115 -0.2393
C 1.471 0.706 -0.382 -0.3805
H 0.321 2.469 0.060 0.3004
H -1.869 1.636 -0.310 0.3126
H -1.316 0.346 -1.380 0.3222
H -0.930 0.514 1.668 0.2899
H -2.016 -0.599 0.788 0.3273
H 0.202 -1.625 1.571 0.5204
H -0.248 -1.930 -0.052 -0.2043
H 2.211 -1.199 0.231 0.3704
H 2.425 1.128 -0.725 0.3453
```

Spin multiplicity = 2
HOMO (spin up / spin down) = -9.35 / -9.31 eV
ΔE to the lowest compared entry with this formula, charge and spin = 0.000 eV
Expectation value of S² = 0.75

# C6H10Cl2O

A cluster of 2 separate species, C6H10Cl2O in total in a non-equilibrium geometry (ωB97M-V/def2-TZVPD, OMol25).

Structure (XYZ):
```
19
Properties=species:S:1:pos:R:3:mulliken_charge:R:1
C -1.470 0.449 1.124 1.0956
C -0.862 -0.103 -0.045 -0.3658
C -2.909 0.800 1.413 -1.1737
C 2.221 -0.527 0.368 -1.1333
C 1.534 -0.496 -2.108 -0.8683
C 1.706 0.158 -0.820 0.1089
O -0.935 -0.880 1.086 -0.4372
Cl -0.320 1.503 1.978 -0.2570
Cl -1.838 -0.725 -1.392 -0.2495
H -3.463 0.785 0.453 0.3110
H -3.079 1.770 1.774 0.3779
H -3.487 0.171 2.188 0.2604
H 1.337 -1.020 0.682 0.2776
H 2.604 0.055 1.154 0.3107
H 2.903 -1.258 0.167 0.4598
H 0.587 -0.375 -2.536 0.3043
H 1.908 -1.627 -2.163 0.2239
H 2.242 0.179 -2.582 0.3263
H 1.321 1.142 -0.742 0.4285
```

Spin multiplicity = 1
HOMO (spin up / spin down) = -8.26 / -7.44 eV
ΔE to the lowest compared entry with this formula, charge and spin = 5.115 eV

# C6H10Cl5FNO2PSi

A cluster of 2 separate species, C6H10Cl5FNO2PSi in total in a non-equilibrium geometry (ωB97M-V/def2-TZVPD, OMol25).

Structure (XYZ):
```
27
Properties=species:S:1:pos:R:3:mulliken_charge:R:1
C 3.373 -0.681 0.107 -0.8527
C 2.686 0.157 1.323 -0.5251
P 2.113 1.864 0.755 0.0842
C 3.329 2.437 -0.621 -0.9822
Si 0.162 1.826 -0.245 0.3973
Cl 0.231 0.851 -2.156 -0.3070
C -1.280 1.162 0.872 0.4769
O -1.068 0.528 1.917 -0.4535
N -2.661 1.517 0.392 -0.2694
C -3.506 0.337 0.293 0.5003
O -3.690 -0.511 1.173 -0.3792
F -4.236 0.169 -0.927 -0.2197
H 4.312 -0.167 -0.280 0.2440
H 3.563 -1.742 0.493 0.3340
H 2.636 -0.727 -0.762 0.1945
H 3.533 0.293 2.093 0.3156
H 1.895 -0.475 1.835 0.3561
H 4.369 2.185 -0.230 0.3124
H 3.114 1.803 -1.557 0.2710
H 3.172 3.547 -0.814 0.3465
H -0.198 3.236 -0.529 -0.1135
H -2.561 1.847 -0.590 0.2932
Cl -3.684 -5.388 -1.449 -0.1089
C -3.858 -3.891 -0.508 0.3264
Cl -5.412 -3.125 -0.896 -0.0902
Cl -3.801 -4.271 1.225 -0.0936
Cl -2.533 -2.781 -0.914 -0.0571
```

Spin multiplicity = 1
HOMO = -8.83 eV
Structure (SMILES) = CCP(C)[Si@@H](Cl)C(=O)NC(=O)F.ClC(Cl)(Cl)Cl
ΔE to the lowest compared entry with this formula, charge and spin = 1.151 eV

# C6H10ClF3N3O

The ion C6H10ClF3N3O with charge +1 in a non-equilibrium geometry (ωB97M-V/def2-TZVPD, OMol25).

Structure (XYZ):
```
24
Properties=species:S:1:pos:R:3:mulliken_charge:R:1
C 1.162 0.840 0.832 -0.3217
C 1.443 -0.549 0.799 0.5770
C -0.192 1.185 0.321 0.3413
C -0.742 -0.738 -1.008 -1.1147
C -3.189 -0.863 -1.134 -0.7579
C 3.390 1.723 1.178 -0.8209
N 0.418 -1.369 0.546 0.0532
N -0.602 0.620 -0.953 0.2649
N -1.971 -1.276 -0.478 0.0782
O 1.981 1.861 0.982 -0.3735
F 2.583 -1.171 1.115 -0.2447
F 0.780 -2.631 0.229 -0.2087
F 0.172 1.071 -1.970 -0.1962
Cl -1.427 0.781 1.616 -0.1529
H -0.272 2.257 0.105 0.5407
H -0.554 -1.137 -1.955 0.5858
H -4.056 -1.593 -0.974 0.3674
H -3.518 0.182 -0.847 0.2959
H -3.242 -1.050 -2.260 0.3382
H 3.716 1.248 2.220 0.3005
H 3.923 2.733 1.210 0.2712
H 3.991 1.249 0.477 0.4012
H -1.855 -2.254 -0.592 0.3592
H -1.939 -1.121 0.543 0.4166
```

Net charge = +1
Spin multiplicity = 1
HOMO (spin up / spin down) = -11.70 / -11.69 eV
ΔE to the lowest compared entry with this formula, charge and spin = 3.281 eV

# C6H10ClN

A structure of composition C6H10ClN in a non-equilibrium geometry (ωB97M-V/def2-TZVPD, OMol25).

Structure (XYZ):
```
18
Properties=species:S:1:pos:R:3:mulliken_charge:R:1
C -2.064 0.007 -0.337 -0.8038
C -0.752 -0.386 0.388 -0.1250
C 1.299 -1.697 0.128 -0.4906
C 1.582 -0.344 0.058 0.0336
C 0.436 0.465 0.222 0.2446
C 0.408 2.065 0.105 -0.8336
H -1.794 -0.297 -1.410 0.3282
H -3.232 -0.334 0.237 0.2579
H -1.894 1.309 -0.401 0.1252
H -0.925 -0.380 1.446 0.1963
H -0.618 -1.701 -1.013 0.3691
H 1.776 -2.413 -0.626 0.3334
H 1.665 -1.798 1.152 0.2451
H 1.430 2.468 -0.576 0.3017
H 0.409 2.513 1.197 0.2402
H -0.742 2.189 -0.507 0.1988
N -0.266 -1.703 0.050 -0.4202
Cl 3.283 0.036 -0.113 -0.2008
```

Spin multiplicity = 1
HOMO = -8.56 eV
ΔE to the lowest compared entry with this formula, charge and spin = 4.850 eV

# C6H10ClN2

The ion C6H10ClN2 with charge +1 in a non-equilibrium geometry (ωB97M-V/def2-TZVPD, OMol25).

Structure (XYZ):
```
19
Properties=species:S:1:pos:R:3:mulliken_charge:R:1
C -0.895 2.444 -0.117 -0.9388
N -0.495 1.096 -0.315 -0.1714
C 0.621 0.610 0.000 -0.3136
C 1.026 -0.824 -0.204 0.6161
C 1.963 -1.271 0.927 -1.4630
C -0.091 -1.791 -0.402 -0.2644
N -1.296 -1.477 -0.553 -0.2377
C -2.047 -0.426 -0.636 0.2599
Cl -3.158 -0.098 0.604 -0.0170
H -1.619 2.479 0.697 0.3449
H -1.392 2.800 -1.020 0.3029
H -0.054 3.103 0.122 0.3424
H 1.401 1.238 0.444 0.3453
H 1.610 -0.863 -1.138 0.2435
H 1.454 -1.232 1.886 0.4131
H 2.823 -0.607 0.973 0.3867
H 2.324 -2.281 0.762 0.4002
H 0.153 -2.849 -0.413 0.4333
H -2.326 -0.049 -1.617 0.3176
```

Net charge = +1
Spin multiplicity = 1
HOMO = -14.20 eV
Structure (SMILES) = C/N=C/[C@@H](C)C=[N+]=CCl
ΔE to the lowest compared entry with this formula, charge and spin = 2.090 eV

# C6H10ClN3OS

An isolated molecule of C6H10ClN3OS in a non-equilibrium geometry (ωB97M-V/def2-TZVPD, OMol25).

Structure (XYZ):
```
22
Properties=species:S:1:pos:R:3:mulliken_charge:R:1
C -2.191 1.588 1.489 -1.1160
C -1.247 0.492 1.012 -0.2993
C 0.207 0.958 0.845 -0.6834
C 1.146 -0.187 0.662 -0.5692
S 2.850 0.317 0.350 -0.1097
N 0.711 -1.065 -0.572 0.4581
N 0.742 -0.409 -1.755 -0.0624
C 0.638 -1.371 -2.756 0.4071
O 0.359 -1.128 -3.910 -0.6302
N 0.733 -2.580 -2.137 -0.5999
C 0.738 -2.376 -0.863 0.4939
Cl 0.852 -3.520 0.384 -0.1488
H -3.020 1.291 2.242 0.2861
H -1.596 2.365 1.890 0.3680
H -2.823 1.922 0.636 0.2758
H -1.222 -0.282 1.688 0.3520
H -1.726 -0.020 0.072 0.2427
H 0.278 1.680 -0.017 0.2752
H 0.462 1.542 1.706 0.4837
H 1.170 -0.952 1.502 0.3297
H 2.330 1.201 -0.541 0.1431
H 0.609 0.534 -1.928 0.1037
```

Spin multiplicity = 1
HOMO = -8.86 eV
Structure (SMILES) = CCC[C@H](S)n1[nH]c(=O)nc1Cl
ΔE to the lowest compared entry with this formula, charge and spin = 0.000 eV

# C6H10ClN4O2

The ion C6H10ClN4O2 with charge +1 in a non-equilibrium geometry (ωB97M-V/def2-TZVPD, OMol25).

Structure (XYZ):
```
23
Properties=species:S:1:pos:R:3:mulliken_charge:R:1
N 3.585 -1.946 -0.502 -0.1106
N 3.743 -0.733 -0.034 -0.3731
N 3.185 0.206 -0.606 0.0744
C 2.093 0.901 -0.631 0.3322
N 1.769 1.892 -1.423 -0.2916
C 1.020 0.044 0.314 1.5529
O 1.561 -0.902 0.933 -0.7554
C -0.283 0.536 0.366 -0.8673
C -1.313 0.064 1.100 0.3229
O -1.205 -0.972 1.879 -0.5200
C -2.820 0.564 1.011 -1.0234
C -3.568 -0.227 -0.170 -0.2978
Cl -2.789 -0.155 -1.676 -0.1269
H 2.774 -2.310 -1.096 0.2794
H 4.352 -2.509 -0.247 0.2742
H 0.769 2.173 -1.314 0.1965
H 2.373 2.460 -1.946 0.2383
H -0.425 1.201 -0.442 0.2127
H -0.257 -1.466 1.808 0.4484
H -2.896 1.570 0.647 0.3857
H -3.321 0.468 1.970 0.4405
H -3.787 -1.259 0.188 0.3176
H -4.563 0.401 -0.130 0.2903
```

Net charge = +1
Spin multiplicity = 1
HOMO = -13.37 eV
Structure (SMILES) = N/N=N/C(=[NH2+])C(=O)/C=C(\O)CCCl
ΔE to the lowest compared entry with this formula, charge and spin = 3.045 eV

# C6H10ClNO2

A structure of composition C6H10ClNO2 in a non-equilibrium geometry (ωB97M-V/def2-TZVPD, OMol25).

Structure (XYZ):
```
20
Properties=species:S:1:pos:R:3:mulliken_charge:R:1
C 1.769 1.250 0.062 0.1437
C 0.165 -1.572 -0.352 -0.5042
C 0.853 -0.931 0.929 -0.7439
C -0.280 -0.484 -1.246 -0.7675
C 0.579 0.655 0.690 0.4660
C -2.124 0.400 0.502 -0.2776
N -0.468 0.613 -0.310 -0.4808
O 1.509 2.013 -0.990 -0.4910
O 2.898 1.128 0.468 -0.5973
Cl -3.190 0.797 -0.729 -0.1361
H 0.835 -2.232 -0.943 0.3612
H -0.662 -2.147 0.103 0.2515
H 0.299 -1.183 1.862 0.2460
H 1.878 -1.174 1.174 0.4386
H 0.504 -0.275 -1.958 0.3246
H -1.206 -0.648 -1.751 0.3721
H 0.400 1.166 1.638 0.4770
H -2.094 -0.652 0.662 0.2657
H -2.290 1.149 1.372 0.2930
H 0.623 2.128 -1.184 0.3589
```

Spin multiplicity = 1
HOMO = -9.30 eV
ΔE to the lowest compared entry with this formula, charge and spin = 2.019 eV